# 1
The following is a quantum chemistry calculation of a molecular structure, C36H84Li2N4O16, from the Open Molecules 2025 dataset.

Each line ends with the Löwdin charge.
Element x y z (Å)
H: 11.20338 -14.67088 0.78672  0.07
H: 6.18021 -13.07152 3.60001  0.06
C: 13.98129 -14.36380 1.63501  -0.05
H: 8.19104 -11.44200 7.16736  0.14
C: 7.46723 -22.06687 5.83454  -0.12
H: 16.18694 -15.39630 0.54643  0.11
C: 6.76681 -19.92620 7.23287  -0.02
H: 11.43617 -19.20339 0.81515  0.13
C: 12.20526 -18.24803 8.03297  -0.04
H: 5.77572 -20.22273 6.88950  0.13
C: 8.20431 -12.49435 2.66200  -0.12
H: 12.44725 -17.38412 8.65201  0.07
O: 6.04044 -15.42684 4.45998  0.11
C: 14.21976 -15.50149 6.97798  -0.07
H: 18.35228 -20.21949 5.05351  0.09
H: 10.59617 -10.52495 4.14971  0.10
H: 7.66512 -22.85481 10.48152  0.10
H: 16.48745 -18.69000 7.44205  0.12
H: 18.60766 -18.72434 4.10920  0.09
O: 8.07686 -18.11804 1.22596  0.12
C: 11.31458 -14.46861 5.18602  -0.86
H: 15.32870 -14.50780 -0.66223  0.13
C: 8.06208 -9.91950 3.36006  -0.12
H: 13.06950 -16.30906 -1.08615  0.11
H: 8.09956 -21.17612 10.75757  0.09
N: 14.02654 -15.63403 0.68508  -0.20
H: 13.94946 -13.52261 0.94255  0.13
H: 8.81763 -12.79047 5.15165  0.12
N: 7.79592 -20.55605 6.14254  -0.18
C: 11.15158 -19.03293 2.53898  -0.89
O: 12.12913 -13.42820 5.09410  0.09
Li: 9.09037 -15.35177 7.10047  0.74
H: 14.67196 -14.78610 7.66488  0.10
O: 7.18462 -14.81590 6.35611  -0.06
H: 13.81935 -17.82268 0.76381  0.11
C: 12.61906 -17.94500 6.59526  -0.18
C: 7.76820 -19.78617 4.77483  -0.13
H: 13.15288 -16.91360 2.17092  0.09
H: 13.51233 -16.43899 4.78638  0.09
H: 13.43968 -18.20608 4.28199  0.10
H: 17.12453 -15.95369 4.64806  0.08
H: 11.13026 -18.23307 8.21254  0.07
Li: 9.86167 -16.65133 3.67552  0.61
H: 7.23556 -11.84532 4.94653  0.12
H: 14.51436 -19.87026 5.40723  0.14
N: 8.72173 -11.34056 3.57695  -0.20
O: 11.19341 -15.24754 4.23224  -0.04
H: 10.25488 -10.37281 8.34780  0.09
H: 6.84426 -18.84223 7.14859  0.13
H: 6.97316 -9.96366 3.34017  0.12
O: 10.79535 -14.64549 6.32255  -0.11
H: 15.78487 -16.75741 6.61411  0.12
H: 10.16841 -9.01886 7.29720  0.10
H: 6.30242 -13.44421 1.99167  0.09
O: 6.57177 -16.60426 1.52617  0.01
H: 8.28850 -18.84091 4.92937  0.08
H: 6.39116 -21.65683 10.79855  0.10
C: 7.09776 -15.46870 5.33629  -0.82
C: 15.21024 -14.08322 2.51902  -0.13
H: 16.61776 -16.45514 -1.52266  0.09
C: 10.29364 -11.33469 3.48570  0.05
C: 18.27799 -19.13209 5.06480  -0.05
O: 8.00608 -16.34332 5.26959  -0.12
H: 19.04431 -18.77784 5.75426  0.09
H: 14.39254 -14.91102 6.07821  0.08
C: 16.79251 -15.08808 4.07483  -0.09
C: 14.80464 -16.86603 7.07828  -0.14
O: 10.61238 -18.53637 3.56812  -0.10
H: 8.59609 -12.40833 1.64848  0.12
H: 10.67815 -15.64516 -0.52655  0.10
C: 6.30021 -19.52381 4.25744  -0.01
H: 6.14174 -19.29093 3.20447  0.09
H: 7.96396 -19.62209 9.03024  0.12
H: 9.47841 -9.06243 1.97277  0.08
H: 17.60986 -14.68325 3.47805  0.10
H: 14.79457 -17.27423 8.08891  0.14
H: 16.48050 -20.33513 6.62529  0.13
C: 9.27891 -20.56033 6.74214  0.05
O: 16.90192 -18.71587 5.35145  -0.21
H: 13.16644 -15.46187 7.25559  0.08
C: 6.64657 -12.68488 2.69387  -0.04
O: 10.80907 -18.67219 1.31133  0.08
H: 6.29933 -19.71833 9.33157  0.14
H: 14.90570 -13.33305 3.24883  0.13
C: 10.55064 -10.03808 7.35353  -0.12
C: 8.63920 -10.94997 6.30413  -0.15
N: 14.06733 -17.87842 6.18818  -0.22
H: 6.32739 -16.04026 3.77957  0.08
H: 11.63732 -10.03963 7.26852  0.10
H: 9.96097 -20.99184 6.00955  0.10
O: 8.63562 -16.16368 2.11013  -0.12
H: 8.17806 -22.52978 3.75236  0.08
H: 7.53026 -22.53621 6.81629  0.11
C: 8.32166 -22.90755 4.76467  -0.03
H: 12.06340 -17.10425 6.17997  0.11
C: 16.30461 -19.26336 6.53325  -0.17
H: 5.79546 -20.47683 4.41580  0.06
H: 9.51077 -19.54338 7.05861  0.08
H: 9.36188 -23.09952 5.02772  0.07
H: 16.03051 -13.69140 1.91759  0.12
O: 10.02950 -10.94152 6.47351  -0.22
C: 13.96393 -16.98512 1.44624  0.04
H: 8.06571 -23.95923 4.89337  0.08
H: 6.41639 -21.99583 5.55383  0.11
C: 7.34934 -21.82619 10.30735  -0.06
H: 8.50418 -20.22197 4.09918  0.11
O: 15.68524 -15.29823 3.22011  -0.24
H: 13.01287 -14.54254 -0.89981  0.13
H: 13.00177 -14.32279 2.11139  0.11
C: 14.01919 -17.40270 4.73679  0.03
O: 7.06152 -21.52807 8.92643  -0.20
H: 11.38633 -16.35803 1.00015  0.05
H: 6.05150 -11.80324 2.45573  0.07
H: 9.26818 -21.17111 7.64488  0.09
C: 8.45979 -9.45025 1.96234  -0.06
H: 12.17542 -18.72190 5.97261  0.12
H: 12.70948 -19.07756 8.52869  0.08
H: 14.30980 -19.79204 7.16940  0.12
C: 15.34055 -15.46292 -0.13716  -0.13
H: 8.59522 -13.43110 3.05920  0.11
H: 16.54109 -14.34493 4.83155  0.09
H: 14.90943 -16.75112 -1.96314  0.07
H: 10.67165 -12.32814 3.72707  0.08
H: 8.39197 -10.23971 1.21384  0.08
C: 12.89992 -15.49482 -0.38163  -0.12
H: 10.62220 -10.97115 2.51205  0.09
H: 8.27409 -9.94811 6.07820  0.12
H: 9.01538 -17.96508 1.35783  0.05
H: 7.77239 -8.64651 1.69853  0.09
H: 5.80024 -18.84661 4.94994  0.07
C: 7.75549 -16.91812 1.59874  -0.90
C: 15.61988 -16.67016 -1.14045  -0.04
C: 7.07380 -20.16042 8.70480  -0.26
O: 12.12975 -19.72130 2.65069  0.02
H: 15.64707 -17.64169 -0.64701  0.07
H: 14.91988 -17.16217 1.93910  0.10
C: 8.32202 -11.82702 5.03233  -0.04
C: 14.74167 -19.29173 6.30263  -0.02
H: 11.95486 -13.07666 5.97026  0.11
H: 8.37195 -9.23463 4.14940  0.12
C: 11.45111 -15.58027 0.23924  -0.03
H: 15.03623 -17.31908 4.35372  0.09

Atomic forces in eV per Å
H 0.16 0.22 -0.04
H 0.76 0.03 0.42
C -0.02 -0.76 -0.86
H -0.59 0.21 -0.07
C 0.35 0.07 0.18
H -0.27 -0.28 0.26
C 1.14 0.31 -1.12
H -0.01 -0.16 -0.74
C 1.12 1.62 0.80
H 0.16 -0.23 0.31
C -1.77 -0.13 0.64
H 0.46 0.20 0.20
O 1.71 0.51 1.55
C -0.89 1.70 0.81
H -0.17 -0.05 -0.16
H 0.21 -0.59 0.44
H -0.15 0.01 -0.57
H 0.62 -0.26 -0.02
H -0.65 -0.07 -0.15
O 1.58 -1.62 -0.67
C -0.99 -2.91 0.27
H -0.52 -0.10 -0.04
C 0.84 -1.37 -1.60
H -0.05 0.09 0.16
H 0.13 0.22 -0.28
N 0.87 1.39 -0.46
H 0.06 -0.01 -0.22
H -0.48 -0.13 -0.03
N 1.61 -0.62 0.22
C 0.29 1.41 3.50
O 0.61 0.92 -0.32
Li -0.56 0.28 -1.46
H 0.37 -0.52 0.66
O -1.56 4.23 2.49
H -0.35 0.38 -0.18
C -1.69 -1.53 -0.68
C -0.24 1.46 0.34
H 0.09 -0.07 -0.14
H -0.02 -0.25 -0.55
H -0.09 0.37 -0.70
H -0.37 -0.50 -0.63
H -0.07 -0.71 -0.71
Li -0.67 -0.01 -0.24
H 0.17 -0.67 0.28
H -0.17 0.31 -0.07
N 0.32 -0.33 1.59
O 0.23 0.22 -0.93
H 0.36 0.13 0.56
H 0.05 0.07 -0.72
H 0.12 -0.75 0.58
O -0.70 0.20 0.96
H 0.31 -0.65 0.54
H -0.06 0.20 -0.59
H 0.64 -0.08 -0.39
O -1.24 0.33 -0.01
H -0.38 0.31 0.52
H 0.14 -0.11 0.60
C 0.50 -2.42 0.36
C 0.30 -1.93 0.73
H -0.09 -0.19 -0.23
C -1.76 1.42 -0.16
C -0.32 -0.06 0.32
O 1.17 -2.11 -2.57
H -0.43 0.24 0.60
H -0.23 -0.78 -0.61
C 0.08 1.35 -0.06
C 0.19 -0.18 -1.46
O -1.88 1.35 -0.36
H -0.07 0.47 0.15
H 0.23 -0.47 -0.01
C 0.90 -1.62 1.36
H 0.63 0.42 0.18
H 0.64 -0.33 -0.14
H -0.06 0.10 -0.21
H 0.36 -0.10 0.15
H 0.25 0.13 -0.11
H 0.69 0.01 0.30
C -2.06 0.24 -0.30
O 0.98 -0.16 0.44
H -0.14 0.01 -0.30
C -0.18 0.33 -0.27
O -1.06 0.61 -1.29
H -0.53 0.46 -0.30
H 0.01 0.11 0.07
C 0.12 0.50 1.98
C 0.63 -0.63 -2.19
N 0.34 -0.04 0.77
H -0.19 -0.38 -1.23
H -0.10 0.04 -0.02
H -0.18 0.40 -0.08
O 2.18 0.17 0.44
H 0.17 -0.34 0.12
H -0.11 -0.06 -0.14
C -0.55 0.87 1.52
H 0.47 0.54 0.36
C -1.96 0.15 -1.61
H -0.37 -0.11 -0.27
H 0.11 0.00 -0.52
H 0.40 1.21 -0.04
H 0.07 0.06 0.02
O 0.12 -0.85 -2.06
C 0.24 0.90 -0.41
H -1.20 0.10 -0.38
H 0.15 -0.47 -0.15
C -1.04 0.11 0.02
H -0.56 -0.84 -0.04
O -1.14 0.49 -0.78
H 0.36 -0.05 0.14
H 0.26 -0.62 0.52
C 0.24 -0.66 1.27
O 1.66 -1.01 0.71
H -0.30 -0.27 -0.54
H 0.34 0.32 -0.24
H -0.21 -0.17 -0.19
C 0.21 0.53 0.53
H 0.30 -0.39 -0.25
H -0.32 -0.28 -0.31
H -0.12 0.15 -0.03
C -0.02 -2.05 -0.33
H 0.43 0.14 0.14
H -0.04 0.32 0.11
H 0.15 0.28 0.02
H -0.15 0.37 0.06
H -0.18 0.06 0.11
C -1.41 -0.56 1.30
H -0.38 -0.55 -0.30
H -0.25 0.20 0.70
H 1.10 -1.54 -0.38
H 0.19 0.04 -0.24
H 0.11 0.41 -0.46
C -3.34 2.82 1.45
C -0.18 1.22 0.96
C -0.81 -0.49 -0.73
O 3.16 -2.73 -0.57
H 0.09 0.17 0.20
H -0.15 0.41 0.03
C 0.15 0.96 0.09
C 0.83 1.15 0.30
H 0.45 1.04 0.48
H 0.25 -0.31 -0.08
C 1.31 0.63 0.29
H -0.21 -0.11 0.10

Values from the calculation:
LUMO energy   -3.995 eV
2S+1   1
Energy   -2859.543630 a.u.
Energy relative to the best compared isomer or geometry (same formula, charge and spin)   0.0 kJ/mol
Net charge   +2

---

# 2
The following is a quantum chemistry calculation of 3 unconnected molecules or ions with the total composition C6H12Br6, from the Open Molecules 2025 dataset.

Each line ends with the Löwdin charge.
Element x y z (Å)
Br: 0.70405 -0.29609 1.61151  0.66
C: -0.48619 2.32405 1.72854  -0.65
Br: 3.83963 -3.62514 4.55104  0.53
H: -3.49039 1.57884 -5.03998  0.09
H: 1.46302 -3.20932 3.75513  0.05
Br: -0.69189 2.39505 -2.45151  0.93
H: -1.49502 1.97829 1.95396  0.07
H: -2.12087 0.44099 -3.18904  0.09
H: 2.65043 -2.18700 2.83421  0.01
C: -1.78915 1.31776 -3.74525  -0.53
H: -1.14934 1.01271 -4.57331  0.08
C: 2.38414 -3.18830 3.17272  -0.66
Br: 1.69591 -5.89904 2.55864  0.61
H: 3.33503 -4.27981 1.57642  0.06
H: -0.48541 1.20970 -0.09562  -0.02
H: 1.07774 1.91840 0.30597  0.05
C: -2.95711 2.12729 -4.26350  -0.61
H: 0.02874 2.36477 2.68838  0.07
Br: -2.47176 3.94507 -4.87948  0.79
C: 2.34594 -4.13894 2.01227  -0.70
H: -3.64076 2.33765 -3.44102  0.06
H: 1.66122 -3.70264 1.28501  0.05
Br: -0.59712 4.12772 0.91804  0.67
C: 0.18909 1.44797 0.72680  -0.71

Atomic forces in eV per Å
Br -0.38 1.21 -0.75
C -0.55 0.20 0.30
Br -1.04 0.24 -1.09
H 0.20 0.21 -0.17
H 0.14 0.15 -0.12
Br -0.74 0.15 -1.02
H -0.02 0.24 -0.21
H 0.03 0.07 0.06
H -0.08 -0.05 0.12
C 0.07 0.26 -0.58
H 0.39 0.12 0.39
C 0.95 -0.23 1.14
Br 0.06 0.37 -0.26
H -0.19 -0.01 -0.02
H -0.11 -0.30 0.02
H 0.14 -0.34 0.26
C -0.35 0.38 1.15
H 0.28 0.39 -0.30
Br 0.47 -0.98 0.36
C 0.23 -0.12 0.38
H -0.09 -0.05 -0.20
H -0.05 -0.35 -0.14
Br -0.07 -0.63 0.36
C 0.72 -0.91 0.31

Values from the calculation:
LUMO energy (spin up / spin down)   -4.281 / -10.025 eV
2S+1   2
Energy   -15679.516617 a.u.
⟨S²⟩   0.756
Energy relative to the best compared isomer or geometry (same formula, charge and spin)   22.1 kJ/mol
Net charge   +1